Density functional theory data (ωB97M-V/def2-TZVPD) for C48H40ClGeN5O4SbTc as an isolated structure.

The geometry in XYZ format:
```
101
Properties=species:S:1:pos:R:3:forces:R:3:mulliken_charge:R:1
Tc -0.0168 -0.1995 0.0549 -1.47 -1.83 -2.41 -0.049
C 2.5113 -1.9407 -1.4668 -0.17 0.21 0.08 -2.433
C 2.7784 -0.4891 -1.1205 0.17 -0.68 -0.62 2.183
C 4.3140 -0.2315 -1.1869 -0.07 0.05 0.01 -0.605
C 4.9485 0.2601 0.0427 -0.62 0.29 0.52 -1.581
C 4.1698 0.6184 1.0800 1.62 -0.18 -0.50 -0.866
C 2.7504 0.4941 1.0416 -1.81 -0.43 -1.04 0.048
N 2.0460 -0.0802 0.0852 1.65 0.94 1.85 0.367
Sb 1.8428 1.7306 2.5574 -0.83 -0.43 -0.28 0.926
C 0.8401 2.9625 1.0683 0.75 0.00 0.64 0.137
C 1.2031 4.3008 1.0742 0.08 -0.07 0.08 -0.913
C 0.5383 5.1779 0.2335 -0.15 -0.11 -0.13 -0.621
C -0.4855 4.6687 -0.5395 0.20 0.04 0.19 -0.851
C -0.7846 3.3070 -0.4968 -0.27 0.27 -0.21 0.688
C -1.9346 2.8303 -1.3188 -0.16 -0.07 -0.05 -1.231
N -0.0982 2.4532 0.2778 -0.15 -0.71 -0.20 0.622
C 0.1428 0.4406 3.0049 0.87 0.71 0.55 -0.284
C -0.1632 0.5069 4.3555 0.18 0.04 -0.16 -0.703
C -1.2330 -0.2149 4.8529 -0.13 -0.11 -0.40 -0.936
C -1.9612 -0.9490 3.9411 0.20 0.17 0.33 -0.805
C -1.6132 -0.9832 2.5902 -0.33 -0.20 0.14 0.634
C -2.4972 -1.7810 1.7032 -0.16 -0.07 -0.26 -1.239
N -0.5381 -0.3057 2.1245 -0.13 0.03 -0.22 1.036
H 3.0432 -2.2233 -2.3705 0.12 -0.04 -0.07 0.715
H 2.8579 -2.5555 -0.6385 0.07 -0.10 -0.03 0.966
H 1.4469 -2.1377 -1.6036 0.29 0.01 -0.18 -0.420
H 4.8514 -1.1127 -1.5475 -0.08 0.01 0.03 0.646
H 6.0229 0.3257 0.0775 0.24 0.10 0.12 0.499
H 4.6032 1.0056 1.9936 0.09 -0.02 -0.03 0.565
H 1.9925 4.6431 1.7307 -0.04 0.04 0.03 0.433
H 0.7909 6.2271 0.2005 0.03 0.08 0.01 0.442
H -1.0789 5.3112 -1.1738 0.02 0.01 -0.03 0.470
H -2.5531 3.6700 -1.6227 0.03 0.08 -0.04 0.602
H -1.5875 2.3307 -2.2235 -0.01 0.02 0.00 0.180
H -2.5518 2.1382 -0.7555 0.01 0.06 0.01 0.137
H 0.4512 1.1158 5.0054 -0.04 0.00 0.05 0.479
H -1.4862 -0.1922 5.9013 -0.07 -0.03 0.09 0.430
H -2.8173 -1.5162 4.2648 -0.10 -0.11 -0.02 0.580
H -3.1235 -2.4380 2.2981 0.06 -0.13 0.04 0.582
H -3.1422 -1.1235 1.1220 0.02 0.01 0.02 0.287
H -1.9173 -2.3646 0.9877 -0.16 0.02 0.12 -0.251
O -4.0088 -0.3266 -4.4021 -0.54 -0.09 0.20 -0.573
C -2.8532 -0.0272 -4.9456 0.40 0.08 0.11 0.277
O -2.7306 0.2656 -6.1052 -0.22 -0.07 0.05 -0.586
C -1.6359 -0.0627 -4.0587 0.37 0.02 -0.08 -0.378
C -0.3349 0.0151 -4.5525 -0.72 0.02 0.20 0.466
Cl 0.1019 0.1611 -6.1753 0.27 0.05 0.02 -0.107
N 0.5273 0.0164 -3.4962 -0.69 -0.01 -0.59 -0.624
N -0.1677 -0.0176 -2.3432 -0.46 0.01 1.01 2.054
C -1.4637 -0.0903 -2.6630 0.47 -0.09 -0.47 -1.371
C -2.4696 -0.1932 -1.5560 0.20 -0.09 -0.35 1.380
O -3.6416 -0.4498 -1.8029 -0.02 0.07 0.04 -0.901
O -1.9898 0.0169 -0.3964 -0.54 0.39 0.66 -0.620
C 1.9295 0.0318 -3.5100 0.95 -0.12 -0.21 -0.310
C 2.5645 0.5546 -2.2655 -0.29 0.11 0.11 -0.036
C 4.0928 0.7929 -2.3406 0.26 0.05 -0.05 0.223
C 4.7578 0.3681 -3.5993 0.00 -0.19 -0.25 -1.199
C 4.0972 -0.2570 -4.5765 0.74 0.37 0.30 -0.974
C 2.6648 -0.4183 -4.5419 -0.93 0.05 0.46 -0.569
H -3.9925 -0.4523 -3.4124 0.33 0.06 -0.21 0.427
H 2.0113 1.4278 -1.9064 0.06 -0.02 0.05 0.371
H 4.3951 1.8074 -2.0706 -0.06 -0.02 0.04 0.512
H 5.8217 0.5448 -3.6551 0.14 -0.02 -0.15 0.435
H 4.6149 -0.5949 -5.4607 0.08 -0.05 -0.05 0.464
H 2.2044 -0.8795 -5.3962 -0.09 -0.03 -0.03 0.556
C -0.2855 -2.1487 -0.4514 0.42 1.24 0.95 -0.873
Ge -0.0999 -4.0946 -0.1215 0.19 -0.60 0.39 4.162
C -0.5531 -4.6935 1.7175 0.11 0.33 -0.85 0.125
C -0.1604 -3.9822 2.8411 0.05 0.12 -0.09 -0.040
C -0.3734 -4.5019 4.1057 0.04 0.07 0.18 -0.892
C -0.9502 -5.7532 4.2520 -0.05 0.00 0.08 -0.755
C -1.3408 -6.4705 3.1335 -0.06 -0.09 0.07 -0.644
C -1.1578 -5.9331 1.8719 -0.02 0.00 -0.10 -0.632
C -1.2534 -5.0224 -1.4447 0.37 0.28 0.44 -0.301
C -2.2659 -4.4050 -2.1665 0.02 0.25 0.08 -0.569
C -3.0134 -5.1121 -3.0933 -0.14 -0.04 -0.13 -0.807
C -2.7746 -6.4613 -3.2974 -0.01 0.05 0.01 -0.575
C -1.7832 -7.0976 -2.5674 -0.05 -0.14 -0.08 -0.903
C -1.0273 -6.3801 -1.6589 0.15 -0.01 0.15 -0.334
C 1.7163 -4.8340 -0.4135 -0.67 0.25 -0.01 -0.337
C 2.6084 -4.9862 0.6378 -0.10 0.10 0.11 -0.306
C 3.8291 -5.6057 0.4374 0.18 0.00 0.08 -0.763
C 4.1687 -6.0768 -0.8203 0.09 0.03 -0.01 -0.618
C 3.2911 -5.9117 -1.8786 0.13 -0.05 -0.15 -0.978
C 2.0713 -5.2956 -1.6740 -0.12 0.14 -0.04 0.151
H -0.8920 -2.1882 -1.3608 -0.04 0.26 -0.10 0.488
H 0.3151 -3.0158 2.7152 0.06 0.07 0.11 0.444
H -0.0811 -3.9387 4.9811 0.05 0.04 0.07 0.450
H -1.1011 -6.1638 5.2391 0.00 -0.05 0.08 0.394
H -1.7840 -7.4494 3.2430 -0.07 -0.05 0.03 0.451
H -1.4878 -6.4764 0.9971 -0.03 -0.12 0.00 0.354
H -2.4890 -3.3563 -2.0087 -0.06 0.06 -0.04 0.454
H -3.7850 -4.6093 -3.6580 -0.07 0.05 -0.02 0.468
H -3.3576 -7.0140 -4.0198 -0.04 -0.02 -0.03 0.400
H -1.5995 -8.1529 -2.7136 0.04 -0.04 0.00 0.416
H -0.2372 -6.8760 -1.1091 0.03 -0.12 -0.01 0.516
H 2.3457 -4.6158 1.6201 0.00 -0.08 0.13 0.386
H 4.5143 -5.7246 1.2644 0.06 -0.03 0.06 0.448
H 5.1180 -6.5649 -0.9794 0.09 -0.07 0.01 0.422
H 3.5553 -6.2673 -2.8636 0.03 -0.06 -0.08 0.440
H 1.3807 -5.1713 -2.4976 -0.01 -0.07 -0.12 0.574
```
Forces are in eV/Å.

Output
- Multiplicity: 2
- ⟨S²⟩: 1.197
- HOMO-LUMO gap (alpha / beta): 0.2641 / 0.2410 Eh
- E_HOMO (alpha / beta): -10.933 / -10.559 eV
- Relative energy (zero: lowest compared OMol25 entry of this formula, charge and spin): 9.11 kcal per mole
- Charge: +1